{"formula": "Cl2HNS", "method": "the ωB97M-V functional and the def2-TZVPD basis", "total_energy_ha": -1373.8153, "homo_ha": -0.35124, "e_above_lowest_ev": 1.739, "mol_weight_g_mol": 117.99, "species": ["N", "S", "Cl", "Cl", "H"], "coordinates": [[-0.136, 0.326, -0.107], [0.946, -0.818, 0.478], [-0.656, 1.402, 1.176], [-1.665, -0.174, -0.820], [1.511, -0.735, -0.727]]}

---

{"formula": "Cl2HPS2", "method": "the ωB97M-V functional and the def2-TZVPD basis", "total_energy_ha": -2058.6694, "homo_ha": [-0.31919, -0.31592], "e_above_lowest_ev": 3.006, "mol_weight_g_mol": 167.02, "species": ["P", "S", "S", "Cl", "Cl", "H"], "coordinates": [[0.250, 0.060, -0.051], [2.013, -0.111, -2.001], [-1.527, -1.009, 0.540], [0.073, 1.964, 0.278], [1.360, -0.744, 1.345], [-2.170, -0.160, -0.110]]}

---

{"formula": "Cl2NO11Tl", "method": "the ωB97M-V functional and the def2-TZVPD basis", "total_energy_ha": -1974.2332, "homo_ha": -0.35419, "e_above_lowest_ev": 2.125, "mol_weight_g_mol": 465.29, "species": ["Tl", "N", "O", "O", "O", "Cl", "O", "O", "O", "O", "Cl", "O", "O", "O", "O"], "coordinates": [[2.351, -0.458, 0.715], [1.027, 2.722, 3.133], [1.249, 1.996, 2.246], [0.725, 3.943, 2.942], [0.815, 2.341, 4.276], [-0.216, -3.486, -2.139], [1.252, -3.556, -2.036], [-0.517, -4.187, -3.412], [-0.647, -4.257, -0.999], [-0.482, -2.204, -1.777], [-1.095, 1.469, -0.627], [-0.953, 2.250, 0.623], [-0.173, 0.409, -0.567], [-2.421, 0.947, -0.563], [-0.915, 2.074, -1.814]]}

---

{"formula": "Cl2O5S2", "method": "the ωB97M-V functional and the def2-TZVPD basis", "total_energy_ha": -2092.8548, "homo_ha": -0.44957, "e_above_lowest_ev": 0.875, "mol_weight_g_mol": 215.04, "species": ["O", "O", "O", "O", "Cl", "Cl", "O", "S", "S"], "coordinates": [[0.813, -1.055, 1.693], [1.985, 0.266, -0.098], [0.016, -0.042, -2.026], [-0.697, -1.716, -0.478], [1.172, 1.748, 2.138], [-2.751, 0.247, -1.567], [-0.616, 0.696, 0.368], [0.882, 0.180, 0.876], [-0.804, -0.323, -0.906]]}

---

{"formula": "Cl3H3Si3", "method": "the ωB97M-V functional and the def2-TZVPD basis", "total_energy_ha": -2250.8380, "homo_ha": -0.28697, "e_above_lowest_ev": 2.137, "mol_weight_g_mol": 193.64, "species": ["Si", "Si", "Si", "Cl", "Cl", "Cl", "H", "H", "H"], "coordinates": [[1.095, -3.417, -1.510], [0.321, -2.368, 0.244], [-0.832, 2.356, 1.253], [0.745, -1.872, -2.996], [-1.741, 2.411, 2.945], [1.138, 2.862, 1.380], [1.415, -4.440, -2.453], [-0.761, 0.932, 0.660], [-1.381, 3.535, 0.476]]}

---

{"formula": "Cl3NaO12", "method": "the ωB97M-V functional and the def2-TZVPD basis", "total_energy_ha": -2445.0647, "homo_ha": -0.09607, "e_above_lowest_ev": 2.096, "mol_weight_g_mol": 321.34, "total_charge": -2, "species": ["Na", "Cl", "O", "O", "O", "O", "Cl", "O", "O", "O", "O", "Cl", "O", "O", "O", "O"], "coordinates": [[3.183, 1.913, -0.273], [0.917, 1.584, 2.703], [1.879, 1.456, 1.678], [0.475, 2.905, 3.132], [-0.288, 0.871, 2.319], [1.426, 1.024, 3.903], [1.383, 0.180, -2.159], [2.035, -0.066, -0.944], [2.285, -0.232, -3.200], [0.088, -0.407, -2.356], [1.079, 1.608, -2.374], [-2.899, -2.145, -0.482], [-3.402, -3.486, -0.229], [-3.208, -1.292, 0.674], [-1.447, -2.298, -0.699], [-3.504, -1.616, -1.693]]}

---

{"formula": "Cl4F3O16Sr", "method": "the ωB97M-V functional and the def2-TZVPD basis", "total_energy_ha": -3373.3951, "homo_ha": 0.22380, "e_above_lowest_ev": 0.776, "mol_weight_g_mol": 542.41, "total_charge": -5, "species": ["Sr", "F", "F", "F", "Cl", "O", "O", "O", "O", "Cl", "O", "O", "O", "O", "Cl", "O", "O", "O", "O", "Cl", "O", "O", "O", "O"], "coordinates": [[0.384, -0.108, -0.133], [-1.243, -1.165, -1.769], [1.930, -0.061, -2.367], [0.169, 1.053, 2.154], [4.108, 1.203, 0.582], [4.270, 1.510, -0.771], [4.304, 2.337, 1.533], [2.933, 0.532, 0.750], [5.222, 0.327, 0.905], [-3.314, -0.294, 1.504], [-3.925, -0.733, 0.232], [-3.846, -1.215, 2.530], [-2.017, -0.644, 1.310], [-3.439, 1.130, 1.636], [0.536, -3.736, 0.250], [1.107, -2.865, -0.713], [0.303, -2.680, 1.143], [-0.806, -4.181, -0.085], [1.623, -4.620, 0.644], [-1.586, 2.810, -1.839], [-2.817, 2.317, -2.485], [-1.959, 3.205, -0.601], [-0.608, 1.812, -1.896], [-1.330, 4.066, -2.514]]}

---

{"formula": "Cl4H4Si3", "method": "the ωB97M-V functional and the def2-TZVPD basis", "total_energy_ha": -2711.7950, "homo_ha": -0.37092, "e_above_lowest_ev": 0.397, "mol_weight_g_mol": 230.10, "species": ["Si", "Si", "Si", "Cl", "Cl", "Cl", "Cl", "H", "H", "H", "H"], "coordinates": [[2.004, 0.437, 0.408], [-0.201, 0.214, 0.856], [-1.678, -0.599, -0.915], [-0.975, 2.261, 1.155], [-2.031, -2.467, -0.324], [-3.430, 0.430, -1.247], [-0.489, -0.883, -2.586], [2.980, 0.381, 1.526], [2.291, -0.767, -0.257], [2.253, 1.219, -0.802], [-0.725, -0.227, 2.185]]}

---

{"formula": "Cl4N3P3", "method": "the ωB97M-V functional and the def2-TZVPD basis", "total_energy_ha": -3029.1911, "homo_ha": -0.36162, "e_above_lowest_ev": 0.133, "mol_weight_g_mol": 276.75, "species": ["N", "N", "N", "P", "P", "P", "Cl", "Cl", "Cl", "Cl"], "coordinates": [[-0.153, -0.842, -1.545], [0.476, 1.445, -0.614], [-0.846, -0.002, 1.378], [0.424, 0.667, -1.953], [-0.489, -1.514, -0.185], [0.308, 0.995, 0.959], [0.921, -2.768, 0.409], [-2.199, -2.374, -0.484], [2.204, 0.728, 1.479], [-0.261, 2.663, 1.886]]}

---

{"formula": "Cl4O16Pb4S4Zn2", "method": "the ωB97M-V functional and the def2-TZVPD basis", "total_energy_ha": -8967.9212, "homo_ha": -0.38743, "e_above_lowest_ev": 0.000, "mol_weight_g_mol": 1485.64, "species": ["Pb", "Pb", "Pb", "Pb", "Zn", "Zn", "S", "O", "O", "O", "O", "S", "O", "O", "O", "O", "S", "O", "O", "O", "O", "S", "O", "O", "O", "O", "Cl", "Cl", "Cl", "Cl"], "coordinates": [[1.202, -2.933, -0.955], [-1.140, -0.629, -3.535], [-3.668, -1.773, 0.809], [-1.733, 2.646, 1.516], [0.813, 0.885, -0.165], [2.027, -1.031, 2.284], [-0.835, -1.602, 1.855], [-1.566, -2.703, 1.188], [0.199, -1.108, 0.871], [-1.860, -0.548, 2.190], [0.028, -2.005, 3.007], [1.729, 1.803, 2.461], [2.145, 1.392, 1.076], [2.121, 3.170, 2.857], [0.280, 1.602, 2.487], [2.314, 0.665, 3.306], [-1.335, 2.023, -1.323], [-0.031, 2.661, -1.615], [-2.310, 3.072, -1.004], [-1.845, 1.141, -2.311], [-1.059, 1.208, -0.024], [1.717, -0.241, -2.565], [0.477, -0.591, -1.645], [1.104, 0.088, -3.813], [2.429, 0.797, -1.809], [2.392, -1.539, -2.403], [-2.950, -1.527, -1.550], [3.320, -2.543, 1.146], [0.172, -3.317, -3.414], [-4.138, 0.940, 1.077]]}

---

{"formula": "Cl5CrF4O20Pb", "method": "the ωB97M-V functional and the def2-TZVPD basis", "total_energy_ha": -5441.3834, "homo_ha": [-0.05059, -0.05059], "s2": 3.7669, "mol_weight_g_mol": 832.43, "total_charge": -4, "spin_multiplicity": 4, "species": ["Pb", "Cr", "F", "F", "F", "F", "Cl", "O", "O", "O", "O", "Cl", "O", "O", "O", "O", "Cl", "O", "O", "O", "O", "Cl", "O", "O", "O", "O", "Cl", "O", "O", "O", "O"], "coordinates": [[-0.046, 0.662, -1.289], [0.633, -2.489, -2.854], [1.419, -3.796, -3.492], [2.246, -2.343, -1.543], [-0.771, -1.806, -1.469], [0.935, -0.554, -2.991], [-2.452, 3.092, -0.146], [-2.613, 3.642, -1.425], [-1.707, 3.973, 0.676], [-3.710, 2.701, 0.449], [-1.648, 1.806, -0.270], [0.000, 3.829, -3.483], [-1.227, 3.551, -4.242], [1.092, 4.138, -4.393], [-0.093, 4.963, -2.640], [0.481, 2.753, -2.564], [-2.030, -1.333, -3.715], [-2.723, -1.248, -4.967], [-1.296, -0.072, -3.495], [-3.054, -1.586, -2.806], [-1.056, -2.449, -3.933], [8.454, 0.446, 5.836], [8.697, 1.521, 6.783], [9.742, 0.241, 5.180], [8.175, -0.810, 6.633], [7.311, 0.899, 5.036], [-4.946, -3.967, 4.206], [-6.210, -4.079, 4.908], [-4.504, -5.269, 3.841], [-5.024, -3.164, 3.012], [-4.076, -3.251, 5.157]]}

---

{"formula": "Cl5In", "method": "the ωB97M-V functional and the def2-TZVPD basis", "total_energy_ha": -2491.3604, "homo_ha": -0.07332, "e_above_lowest_ev": 0.429, "mol_weight_g_mol": 292.08, "total_charge": -2, "species": ["In", "Cl", "Cl", "Cl", "Cl", "Cl"], "coordinates": [[0.031, 0.162, -0.128], [-1.737, 1.727, -0.741], [1.223, 0.214, -2.284], [0.053, 0.724, 2.183], [2.177, -1.423, 0.541], [-1.747, -1.405, 0.429]]}

---

{"formula": "Cl6V", "method": "the ωB97M-V functional and the def2-TZVPD basis", "total_energy_ha": -3705.2893, "homo_ha": [0.03813, 0.03839], "e_above_lowest_ev": 0.048, "s2": 2.0221, "mol_weight_g_mol": 263.66, "total_charge": -3, "spin_multiplicity": 3, "species": ["V", "Cl", "Cl", "Cl", "Cl", "Cl", "Cl"], "coordinates": [[-0.033, 0.039, -0.004], [0.040, -0.760, -2.528], [1.570, 2.102, -0.327], [-0.270, 0.753, 2.509], [-2.092, 1.358, -0.507], [2.269, -1.371, 0.366], [-1.484, -2.122, 0.491]]}

---

{"formula": "Cl7O28Pb", "method": "the ωB97M-V functional and the def2-TZVPD basis", "total_energy_ha": -5518.5454, "homo_ha": -0.01375, "e_above_lowest_ev": 7.265, "mol_weight_g_mol": 903.34, "total_charge": -5, "species": ["Pb", "Cl", "O", "O", "O", "O", "Cl", "O", "O", "O", "O", "Cl", "O", "O", "O", "O", "Cl", "O", "O", "O", "O", "Cl", "O", "O", "O", "O", "Cl", "O", "O", "O", "O", "Cl", "O", "O", "O", "O"], "coordinates": [[0.010, 0.352, -0.787], [-3.368, -5.611, -1.624], [-4.603, -6.202, -1.791], [-3.410, -4.318, -0.995], [-2.718, -6.557, -0.824], [-2.690, -5.765, -2.834], [3.425, 3.148, 4.318], [4.189, 4.375, 4.621], [3.056, 2.960, 2.966], [4.198, 1.945, 4.473], [2.392, 2.849, 5.312], [0.887, -4.363, 5.154], [0.657, -3.561, 3.911], [1.815, -5.357, 4.926], [1.340, -3.547, 6.280], [-0.307, -4.935, 5.640], [-4.131, 6.257, -2.980], [-3.602, 5.002, -2.674], [-5.311, 5.772, -3.322], [-3.985, 7.300, -1.947], [-3.428, 6.864, -4.029], [5.691, -4.147, -1.314], [4.360, -3.587, -1.655], [6.270, -3.712, -0.063], [5.505, -5.549, -1.323], [6.668, -3.676, -2.273], [-4.528, 2.388, 4.091], [-5.930, 2.215, 3.726], [-4.498, 2.215, 5.452], [-3.668, 1.652, 3.330], [-4.289, 3.749, 3.832], [1.941, 2.318, -7.570], [1.406, 3.593, -7.935], [1.730, 2.088, -6.110], [1.644, 1.202, -8.391], [3.278, 2.644, -7.591]]}

---

{"formula": "Cl9Tl2", "method": "the ωB97M-V functional and the def2-TZVPD basis", "total_energy_ha": -4486.4267, "homo_ha": -0.04182, "mol_weight_g_mol": 727.84, "total_charge": -3, "species": ["Tl", "Tl", "Cl", "Cl", "Cl", "Cl", "Cl", "Cl", "Cl", "Cl", "Cl"], "coordinates": [[0.149, -2.706, -3.007], [-2.050, -0.153, 3.017], [-0.619, 3.946, -0.653], [1.529, -0.256, 4.473], [-1.261, -5.250, -1.205], [-0.294, -0.680, 0.225], [-0.260, 3.169, 3.127], [3.108, -0.797, -3.021], [3.664, 0.572, 0.871], [-0.004, 1.576, -4.031], [-3.961, 0.578, 0.203]]}

---

{"formula": "ClCr", "method": "the ωB97M-V functional and the def2-TZVPD basis", "total_energy_ha": -1504.3094, "homo_ha": [-0.58057, -0.59001], "e_above_lowest_ev": 0.288, "s2": 6.0924, "mol_weight_g_mol": 87.45, "total_charge": 1, "spin_multiplicity": 5, "species": ["Cr", "Cl"], "coordinates": [[-0.327, -0.764, 0.841], [0.327, 0.764, -0.841]]}

---

{"formula": "ClF", "method": "the ωB97M-V functional and the def2-TZVPD basis", "total_energy_ha": -559.9655, "homo_ha": -0.42131, "e_above_lowest_ev": 0.217, "mol_weight_g_mol": 54.45, "species": ["F", "Cl"], "coordinates": [[0.000, 0.000, -0.759], [0.000, 0.000, 0.759]]}

---

{"formula": "ClF", "method": "the ωB97M-V functional and the def2-TZVPD basis", "total_energy_ha": -559.9724, "homo_ha": -0.43061, "e_above_lowest_ev": 0.028, "mol_weight_g_mol": 54.45, "species": ["F", "Cl"], "coordinates": [[0.455, 0.044, -0.646], [-0.455, -0.044, 0.646]]}

---

{"formula": "ClFH2", "method": "the ωB97M-V functional and the def2-TZVPD basis", "total_energy_ha": -561.2532, "homo_ha": -0.42620, "e_above_lowest_ev": 0.109, "mol_weight_g_mol": 56.47, "species": ["H", "H", "F", "Cl"], "coordinates": [[-1.799, 0.649, -0.038], [0.989, -0.239, 0.153], [-1.506, -0.255, -0.058], [2.316, -0.154, -0.057]]}

---

{"formula": "ClFH2N2", "method": "the ωB97M-V functional and the def2-TZVPD basis", "total_energy_ha": -670.5805, "homo_ha": [-0.27862, -0.43487], "s2": 2.0121, "mol_weight_g_mol": 84.48, "spin_multiplicity": 3, "species": ["N", "N", "F", "Cl", "H", "H"], "coordinates": [[-0.329, 0.694, 0.867], [-0.695, -0.082, 0.078], [2.487, -0.966, 0.778], [-2.278, -0.970, 0.019], [1.592, -1.212, 1.034], [-1.005, 1.170, 1.532]]}